The following is a DFT calculation (the ωB97M-V functional and the def2-TZVPD basis) of a structure of composition C52H54F4N5O8P2S2Ti in a non-equilibrium geometry.

The geometry in XYZ format:
```
128
Properties=species:S:1:pos:R:3:mulliken_charge:R:1
Ti 0.22 -0.01 -0.84 0.097
C 1.68 -3.86 0.44 -1.182
C 2.95 -3.74 -0.39 -0.868
N 3.25 -2.37 -0.78 0.935
C 4.24 -2.31 -1.85 -0.577
C 4.38 -0.93 -2.47 -1.296
C 3.60 -1.52 0.35 -1.954
C 2.79 -0.23 0.38 -1.525
N 1.37 -0.45 0.68 1.789
C 0.93 -0.62 2.01 -0.595
C -0.27 -1.17 2.16 -0.348
F -0.95 -1.52 1.04 0.223
C -0.97 -1.47 3.39 -0.391
F -2.19 -2.00 3.23 -0.357
C -0.45 -1.24 4.59 -1.204
C 0.89 -0.57 4.71 1.954
F 2.36 -0.40 6.60 -0.372
C 1.61 -0.15 3.32 0.373
F 3.67 0.53 4.29 -0.499
H 1.31 -4.89 0.42 0.546
H 0.90 -3.21 0.02 -0.021
H 1.82 -3.58 1.48 0.215
H 2.84 -4.33 -1.31 0.659
H 3.79 -4.19 0.16 0.289
H 3.93 -3.03 -2.61 0.621
H 5.23 -2.65 -1.48 0.335
H 3.42 -0.54 -2.78 0.052
H 5.04 -0.98 -3.34 0.489
H 4.83 -0.22 -1.77 0.363
H 4.67 -1.27 0.33 0.341
H 3.43 -2.07 1.28 0.078
H 2.87 0.24 -0.60 0.938
H 3.20 0.51 1.06 0.498
H -1.00 -1.48 5.48 0.593
O -0.72 1.32 0.23 0.466
P -1.08 2.77 0.58 1.741
C -0.77 2.88 2.35 -1.937
P 1.05 2.70 2.66 1.479
O 1.83 2.48 1.42 -0.571
C 1.51 4.16 3.57 0.614
C 0.86 4.55 4.74 -0.533
C 1.25 5.70 5.40 -0.849
C 2.28 6.48 4.88 -0.482
C 2.93 6.09 3.72 -0.886
C 2.55 4.93 3.06 -0.293
C 1.16 1.27 3.71 0.032
C 0.66 0.91 4.90 -1.943
C 1.73 -1.31 5.75 -0.111
C 2.75 -2.20 5.10 -1.032
C 3.38 -1.79 4.01 -0.691
C 3.12 -0.43 3.44 0.306
C -2.83 3.00 0.27 -0.088
C -3.24 3.33 -1.02 0.069
C -4.60 3.44 -1.30 -0.685
C -5.53 3.23 -0.29 -0.655
C -5.12 2.91 0.99 -0.808
C -3.77 2.79 1.28 -0.857
C -0.28 4.21 -0.14 1.192
C 1.01 4.24 -0.65 0.003
C 1.57 5.45 -1.03 -1.249
C 0.86 6.64 -0.87 -0.748
C -0.42 6.61 -0.34 -0.918
C -1.00 5.40 0.02 -1.285
H -1.29 2.05 2.83 1.006
H -1.13 3.83 2.75 0.752
H 0.05 3.95 5.15 0.324
H 0.75 6.00 6.31 0.430
H 2.59 7.38 5.40 0.410
H 3.74 6.70 3.32 0.437
H 3.05 4.62 2.15 0.409
H 0.19 1.45 5.70 0.426
H 1.07 -1.90 6.39 0.676
H 2.98 -3.15 5.57 0.448
H 4.15 -2.40 3.55 0.505
H 3.64 -0.31 2.50 0.960
H -2.51 3.49 -1.80 0.445
H -4.92 3.70 -2.30 0.462
H -6.59 3.33 -0.51 0.430
H -5.86 2.75 1.77 0.446
H -3.46 2.53 2.28 0.356
H 1.59 3.34 -0.74 0.533
H 2.56 5.47 -1.45 0.528
H 1.31 7.58 -1.15 0.449
H -0.98 7.53 -0.21 0.473
H -2.01 5.41 0.42 0.493
O -0.93 -0.85 -3.92 -0.463
C 0.40 -0.82 -3.61 0.020
O 0.63 -1.06 -2.28 1.446
C 1.18 -1.79 -4.48 -0.170
N 0.67 -1.74 -5.85 -0.417
C 0.54 -3.11 -6.38 -0.744
C 1.19 -4.01 -5.33 -0.664
C 0.96 -3.24 -4.04 0.218
H 2.24 -1.53 -4.41 0.614
H 1.22 -1.13 -6.44 0.306
H -0.93 -0.99 -4.89 0.496
H 1.00 -3.19 -7.36 0.387
H -0.52 -3.36 -6.50 0.282
H 2.26 -4.10 -5.52 0.330
H 0.77 -5.01 -5.32 0.424
H 1.63 -3.52 -3.23 -0.517
H -0.07 -3.36 -3.69 0.034
O 0.93 0.55 -3.93 -0.611
S 0.59 1.72 -2.94 0.907
O 1.03 2.92 -3.54 -0.752
O 1.36 1.34 -1.67 -0.619
O -0.80 1.58 -2.50 -0.450
S -5.73 -2.74 -2.57 -0.234
C -4.20 -2.07 -2.02 0.887
C -3.05 -2.84 -1.82 -1.427
C -1.89 -2.21 -1.42 -0.358
N -1.81 -0.89 -1.21 1.326
C -2.90 -0.16 -1.42 -0.877
C -4.11 -0.70 -1.81 -1.243
C -5.61 -4.40 -1.97 0.032
C -5.76 -4.69 -0.62 0.036
C -5.66 -6.01 -0.22 -0.381
N -5.43 -7.03 -1.05 -0.568
C -5.31 -6.74 -2.34 -0.337
C -5.39 -5.45 -2.86 -0.099
H -3.06 -3.91 -1.97 0.589
H -0.99 -2.78 -1.28 0.312
H -2.81 0.91 -1.25 0.192
H -4.97 -0.05 -1.94 0.633
H -5.94 -3.90 0.10 0.424
H -5.77 -6.27 0.83 0.372
H -5.13 -7.57 -3.01 0.367
H -5.28 -5.26 -3.92 0.414
```

Total charge   +1
Energy above the lowest of the compared OMol25 structures with the same formula, charge and spin   0.000 eV
Highest occupied orbital energy   -10.19 eV
Lowest unoccupied orbital energy   -2.687 eV

=====

The following is a DFT calculation (the ωB97M-V functional and the def2-TZVPD basis) of a structure of composition C16H42AlB4N2O12 in a non-equilibrium geometry.

The geometry in XYZ format:
```
77
Properties=species:S:1:pos:R:3:mulliken_charge:R:1
Al 0.32 0.12 -0.47 1.754
B 2.90 -1.62 -0.25 1.615
H 2.89 -0.52 -0.60 -1.737
H 3.75 -2.17 -0.76 -0.238
H 2.97 -1.64 0.89 -0.321
H 1.88 -2.03 -0.54 -0.391
B -0.23 -2.61 0.62 1.357
H -0.35 -3.58 1.21 -0.288
H 0.19 -2.83 -0.41 -0.476
H -1.13 -1.90 0.53 -0.800
H 0.58 -2.02 1.18 -0.226
B -0.36 2.34 -2.45 2.227
H 0.68 1.90 -2.18 -1.526
H -0.24 3.36 -2.92 -0.284
H -0.88 1.65 -3.19 -0.367
H -0.97 2.44 -1.49 -0.610
O -3.53 -3.31 6.55 -0.633
C -2.50 -2.85 6.11 0.591
O -2.24 -1.77 5.49 -0.576
B -0.85 -1.61 5.08 0.998
O -0.25 -2.91 5.60 -0.535
C -1.17 -3.66 6.15 0.600
O -1.08 -4.74 6.68 -0.608
O -0.28 -0.45 5.82 -0.528
C 0.30 0.36 4.96 0.279
O 1.00 1.30 5.23 -0.643
C 0.03 -0.24 3.55 0.113
O -0.60 -1.37 3.67 -0.505
O 0.38 0.18 2.47 -0.047
C 2.52 1.85 -3.83 -1.144
O 2.36 0.94 -2.74 0.366
C 2.43 -0.38 -3.21 -0.538
C 1.05 -0.89 -3.69 -0.954
N 0.39 -1.65 -2.60 0.155
C -0.88 -2.24 -3.05 -0.998
C -2.02 -1.19 -3.12 -0.719
O -2.12 -0.51 -1.89 0.152
C -3.23 0.43 -1.92 -0.568
H 3.40 1.70 -4.44 0.249
H 2.61 2.81 -3.33 0.340
H 1.59 1.93 -4.40 0.236
H 2.78 -1.04 -2.41 0.406
H 3.10 -0.46 -4.08 0.470
H 1.19 -1.43 -4.63 0.481
H 0.42 -0.04 -3.95 0.242
H 0.99 -2.45 -2.43 0.326
H -1.09 -3.05 -2.35 0.408
H -0.94 -2.80 -3.99 0.367
H -3.01 -1.57 -3.40 0.495
H -1.76 -0.45 -3.89 0.319
H -3.21 1.02 -1.01 -0.143
H -4.13 -0.19 -1.95 0.393
H -3.32 1.20 -2.68 0.304
C -3.18 -0.32 1.47 -1.399
O -2.14 0.54 1.07 0.445
C -2.39 1.88 1.54 -0.957
C -1.10 2.50 1.94 -0.789
N -0.26 2.36 0.76 0.275
C 1.14 2.52 1.18 -1.326
C 2.10 2.45 -0.01 -0.459
O 2.24 1.06 -0.32 -0.372
C 3.38 0.77 -1.11 -1.119
H -4.12 -0.08 0.98 0.397
H -3.38 -0.53 2.53 0.360
H -2.88 -1.30 1.07 0.200
H -3.28 2.00 2.16 0.521
H -2.75 2.41 0.65 0.385
H -0.69 2.15 2.89 0.002
H -1.31 3.57 2.12 0.491
H -0.41 3.15 0.15 0.421
H 1.48 1.96 2.06 0.145
H 1.35 3.50 1.62 0.760
H 3.04 2.74 0.47 0.598
H 1.77 3.11 -0.81 0.042
H 4.24 1.04 -0.49 0.613
H 3.47 1.45 -1.96 0.467
H 3.35 -0.27 -1.45 0.453
```

Total charge   -1
Energy above the lowest of the compared OMol25 structures with the same formula, charge and spin   4.006 eV
Highest occupied orbital energy   -5.20 eV
Lowest unoccupied orbital energy   -0.263 eV

=====

The following is a DFT calculation (the ωB97M-V functional and the def2-TZVPD basis) of the molecule C5H8N2.

The geometry in XYZ format:
```
15
Properties=species:S:1:pos:R:3:mulliken_charge:R:1
C -1.63 -1.30 0.86 -0.847
N -0.76 -0.35 0.20 0.141
C -1.12 0.79 -0.45 -0.019
C -0.09 1.61 -0.94 -1.243
C 1.01 0.82 -0.62 0.468
N 2.34 1.09 -0.83 -0.488
C 0.66 -0.31 0.32 -0.437
H -2.58 -1.34 0.32 0.315
H -1.19 -2.30 0.83 0.292
H -1.82 -1.03 1.90 0.296
H -2.20 0.95 -0.55 0.360
H 0.94 0.32 1.19 0.202
H 2.45 1.97 -1.32 0.295
H 2.87 0.34 -1.24 0.249
H 1.16 -1.27 0.38 0.416
```

Total charge   0
SMILES   CN1C=C=C(N)C1
Energy above the lowest of the compared OMol25 structures with the same formula, charge and spin   3.192 eV
Highest occupied orbital energy   -7.27 eV
Lowest unoccupied orbital energy   0.619 eV